[1]
Computed, not measured: a cluster of 4 separate species, H10NO3 in total, with ωB97M-V/def2-TZVPD.

Geometry as ORCA input:
```
! wB97M-V def2-TZVPD RIJCOSX def2/J DEFGRID3
* xyz 1 1
N -1.04190 -0.04108 0.66918
H -0.71845 0.91414 0.48624
H -2.05182 -0.02743 0.79295
H -0.72250 -0.65037 -0.09878
H -0.62638 -0.39043 1.55853
H 0.95997 2.68214 -2.92149
H 0.78495 1.23695 -3.45794
O 0.93378 1.75519 -2.66107
H 0.47390 -0.68244 3.84243
H -0.45951 -1.78133 3.39444
O -0.11840 -0.92062 3.12138
H 1.12605 0.03211 -1.43238
H 0.81384 -1.33717 -2.03323
O 0.64648 -0.78966 -1.26026
*
```

Results
**M**: 72.08 Da
**Max |F|**: 0.0111 hartree/bohr
**LUMO**: -3.226 eV


[2]
Computed, not measured: a cluster of 4 separate species, H10NO3 in total, with ωB97M-V/def2-TZVPD.

Geometry as ORCA input:
```
! wB97M-V def2-TZVPD RIJCOSX def2/J DEFGRID3
* xyz 1 1
N -0.49546 -0.26331 0.62954
H -0.98478 0.46811 1.15437
H -0.23401 -0.96109 1.32906
H -1.05155 -0.69498 -0.09686
H 0.35893 0.09028 0.16446
H -2.74770 1.85689 0.57016
H -2.25363 2.87709 1.59306
O -2.02637 2.03697 1.18319
H 2.54505 -0.37977 -0.58817
H 2.87071 0.73048 0.38764
O 2.17006 0.10953 0.15545
H 0.19091 -1.18682 -2.50377
H 0.64721 -2.67736 -2.30605
O 0.36212 -1.87447 -1.85373
*
```

Results
**M**: 72.08 Da
**Max |F|**: 0.0151 hartree/bohr
**LUMO**: -3.244 eV


[3]
Computed, not measured: a structure of composition H10O13P2Zr, with ωB97M-V/def2-TZVPD.

Geometry as ORCA input:
```
! wB97M-V def2-TZVPD RIJCOSX def2/J DEFGRID3
* xyz -2 1
Zr 0.03048 -0.31942 -0.98383
P 0.39203 1.33674 4.81622
O 0.23323 1.06068 3.27496
O 1.56545 1.11146 5.72205
O -0.59165 0.81831 5.89343
O 0.13216 2.69135 5.44271
P -0.24811 -1.82485 -4.76534
O 0.29991 -2.59381 -3.56855
O 0.62693 -0.63720 -4.34725
O -1.43461 -1.31011 -3.90316
O -0.54478 -2.32747 -6.20114
O 3.44296 1.82404 -0.97922
H 3.71085 2.49226 -1.61004
H 4.03250 1.94638 -0.23510
O 3.11860 -2.63799 0.89610
H 4.02427 -2.46171 0.64127
H 3.16363 -3.45549 1.39200
O -1.64490 -3.18568 0.99360
H -2.13128 -3.11434 1.81492
H -1.65626 -4.12054 0.78837
O -0.89663 3.53067 -1.87606
H -0.89590 4.09946 -1.10620
H -1.05171 4.12292 -2.61187
O -4.17736 0.90235 0.17963
H -4.75981 1.06191 0.92228
H -4.73997 0.99009 -0.58978
*
```

Results
**M**: 371.24 Da
**Max |F|**: 0.1043 hartree/bohr
**LUMO**: 2.420 eV


[4]
Computed, not measured: a cluster of 5 separate species, H10O4S in total, with ωB97M-V/def2-TZVPD.

Geometry as ORCA input:
```
! wB97M-V def2-TZVPD RIJCOSX def2/J DEFGRID3
* xyz 0 1
O -0.75771 2.78729 0.43562
H -0.03596 2.30051 0.87161
H -1.15976 2.24645 -0.25456
O 0.56599 0.04068 -1.35598
H 0.90843 -0.01522 -2.24000
H 0.68931 -0.68893 -0.73499
O 0.85327 -2.42506 0.35007
H 1.14808 -1.99800 1.17726
H 0.07917 -2.84127 0.73242
O 2.27590 1.76507 -0.23366
H 1.45535 1.43161 -0.65890
H 3.03579 1.27376 -0.55158
S -1.63595 -1.13136 0.46027
H -1.53607 -0.06191 -0.28018
H -2.71844 -0.68416 1.09778
*
```

Results
**M**: 106.14 Da
**Max |F|**: 0.0344 hartree/bohr
**LUMO**: 0.300 eV
**SMILES**: O.O.O.O.S


[5]
Computed, not measured: a structure of composition H10O4S, with ωB97M-V/def2-TZVPD.

Geometry as ORCA input:
```
! wB97M-V def2-TZVPD RIJCOSX def2/J DEFGRID3
* xyz 0 1
S -1.05277 0.73583 1.92759
H 0.40914 2.17735 -0.62970
H -1.78579 0.83814 3.04623
H 0.74976 -0.71462 1.51363
H 1.91231 -0.65932 0.56187
O 1.53689 -1.19033 1.28492
H -0.03623 2.31430 -0.05283
H 2.93577 0.45176 -1.43277
O 2.31080 0.10150 -0.77818
H -2.57287 -0.12902 0.35580
H -3.03570 -1.28624 -0.51007
O -3.10893 -0.32587 -0.41044
H 0.20528 -1.50680 -1.64367
H 1.21872 -0.23971 -1.38712
O 0.31363 -0.56697 -1.84527
*
```

Results
**M**: 106.14 Da
**Max |F|**: 0.0194 hartree/bohr
**LUMO**: -6.439 eV


[6]
Computed, not measured: a cluster of 5 separate species, H10O4S2 in total, with ωB97M-V/def2-TZVPD.

Geometry as ORCA input:
```
! wB97M-V def2-TZVPD RIJCOSX def2/J DEFGRID3
* xyz 0 1
S 0.52393 -0.63256 2.84458
S -1.06890 -1.44251 1.73535
H 1.23632 -1.71573 2.51135
H -1.55671 -0.17845 1.56956
O -1.35406 1.16200 0.14600
H -1.57889 2.05495 -0.13108
H -0.47936 0.94438 -0.23073
O -1.33907 -0.41110 -2.39863
H -1.43843 0.06739 -3.21358
H -2.11236 -0.21448 -1.85730
O 0.86137 -0.49045 -0.97520
H 1.33565 -1.31165 -0.86366
H 0.12957 -0.62949 -1.61152
O 2.18682 1.33135 0.73859
H 2.93408 0.94408 1.23468
H 1.72006 0.52228 0.50159
*
```

Results
**M**: 138.21 Da
**Max |F|**: 0.0232 hartree/bohr
**LUMO**: 0.243 eV
**SMILES**: SS.O.O.O.O


[7]
Computed, not measured: a cluster of 5 separate species, H10O5 in total, with ωB97M-V/def2-TZVPD.

Geometry as ORCA input:
```
! wB97M-V def2-TZVPD RIJCOSX def2/J DEFGRID3
* xyz 0 1
O -0.11685 -2.31238 0.41220
H -0.53955 -1.71187 1.05914
H 0.32437 -2.98573 0.96637
O -0.86597 -0.30694 2.17495
H -0.45813 0.38882 1.61388
H -0.42088 -0.26397 3.04730
O 0.13870 1.37908 0.32774
H 0.76059 2.08871 0.59746
H 0.67887 0.69794 -0.16082
O 1.19129 -0.42698 -1.16015
H 0.52530 -0.18777 -1.84119
H 0.78408 -1.19969 -0.69542
O -0.80116 1.26940 -2.26855
H -0.47281 2.07263 -2.74228
H -0.72784 1.49876 -1.33063
*
```

Results
**M**: 90.08 Da
**Max |F|**: 0.0269 hartree/bohr
**LUMO**: 0.565 eV
**SMILES**: O.O.O.O.O


[8]
Computed, not measured: a cluster of 5 separate species, H10O5 in total, with ωB97M-V/def2-TZVPD.

Geometry as ORCA input:
```
! wB97M-V def2-TZVPD RIJCOSX def2/J DEFGRID3
* xyz 0 1
O -1.31220 -1.08854 0.85142
H -1.04845 -1.90052 1.29876
H -0.56393 -0.88183 0.28015
O -0.65742 -0.09976 3.22583
H -0.32769 0.63806 3.75107
H -0.00381 -0.19891 2.52444
O 0.01570 3.05587 -1.01992
H -0.26525 3.36224 -0.15032
H -0.74749 3.22154 -1.58479
O -0.03283 1.21061 -2.50717
H -0.67792 1.13148 -1.79542
H 0.49887 0.41023 -2.43182
O 1.91815 -2.93250 -0.58345
H 1.11537 -3.30906 -0.96124
H 2.56913 -3.63864 -0.66461
*
```

Results
**M**: 90.08 Da
**Max |F|**: 0.0260 hartree/bohr
**LUMO**: 0.269 eV
**SMILES**: O.O.O.O.O


[9]
Computed, not measured: a cluster of 5 separate species, H10O5 in total, with ωB97M-V/def2-TZVPD.

Geometry as ORCA input:
```
! wB97M-V def2-TZVPD RIJCOSX def2/J DEFGRID3
* xyz 0 1
O 12.83000 -10.52000 -28.09500
H 12.59100 -11.47600 -28.01400
H 12.16100 -10.27200 -28.71600
O 11.10600 -5.26300 -31.76600
H 11.81700 -5.92100 -31.74500
H 11.59600 -4.53800 -32.12700
O 12.68700 -7.70600 -31.23600
H 13.34500 -8.20200 -31.63900
H 12.08500 -8.32900 -30.89400
O 13.60900 -6.86900 -28.25700
H 13.43600 -6.41700 -29.03800
H 13.65300 -7.72000 -28.52600
O 11.31600 -9.86100 -30.18400
H 11.36200 -10.74100 -30.60700
H 10.41000 -9.57100 -30.18500
*
```

Results
**M**: 90.07 Da
**Max |F|**: 0.0897 hartree/bohr
**LUMO**: -0.105 eV
**SMILES**: O.O.O.O.O


[10]
Computed, not measured: a cluster of 5 separate species, H10O5 in total, with ωB97M-V/def2-TZVPD.

Geometry as ORCA input:
```
! wB97M-V def2-TZVPD RIJCOSX def2/J DEFGRID3
* xyz 0 1
O -5.35145 -5.09825 -5.92265
H -5.41848 -4.81934 -4.99829
H -4.51234 -5.57761 -5.88013
O 4.96149 11.65065 9.91115
H 5.30241 11.42936 9.04262
H 5.30108 11.01994 10.55263
O 1.77763 3.58610 1.99499
H 1.63728 4.38763 1.46559
H 2.06012 4.06404 2.78859
O -4.89264 -1.49823 -6.14522
H -5.38528 -0.99214 -6.81330
H -5.27923 -2.37712 -6.26836
O 3.18766 -8.27936 0.20461
H 4.07125 -8.51194 -0.08178
H 2.54050 -8.98374 0.14954
*
```

Results
**M**: 90.07 Da
**Max |F|**: 0.0264 hartree/bohr
**LUMO**: 0.862 eV
**SMILES**: O.O.O.O.O


[11]
Computed, not measured: a cluster of 5 separate species, H10O5 in total, with ωB97M-V/def2-TZVPD.

Geometry as ORCA input:
```
! wB97M-V def2-TZVPD RIJCOSX def2/J DEFGRID3
* xyz 0 1
O 1.20674 -1.67445 0.01395
H 0.63633 -0.90956 -0.12228
H 1.17125 -2.14601 -0.82590
O -3.14251 0.44459 2.73413
H -2.50021 0.99968 2.27772
H -3.25973 -0.31025 2.14636
O 1.50213 -0.81353 -3.80608
H 1.98238 -0.86164 -4.64036
H 1.20065 0.10086 -3.76142
O 0.40833 0.18100 2.63589
H 0.19866 -0.33508 1.84933
H -0.18000 0.94244 2.58049
O 0.07974 1.77304 -0.52374
H -0.17130 1.29659 0.27561
H 0.86754 1.31231 -0.83371
*
```

Results
**M**: 90.08 Da
**Max |F|**: 0.0097 hartree/bohr
**LUMO**: -0.102 eV
**SMILES**: O.O.O.O.O


[12]
Computed, not measured: a cluster of 5 separate species, H10O5 in total, with ωB97M-V/def2-TZVPD.

Geometry as ORCA input:
```
! wB97M-V def2-TZVPD RIJCOSX def2/J DEFGRID3
* xyz 0 1
O -3.49072 -0.90337 2.28832
H -3.70375 -1.63411 1.70189
H -2.56341 -0.71567 2.10092
O 0.22129 -1.86473 -1.49329
H -0.53209 -1.72360 -0.90927
H -0.16816 -2.13547 -2.32938
O -1.33305 0.17472 0.39376
H -1.62363 1.05857 0.63445
H -0.39837 0.28254 0.15890
O 1.04481 1.54741 -0.67557
H 0.99711 2.43744 -0.30994
H 0.95417 1.65775 -1.62816
O 3.52250 0.22058 -0.01924
H 2.79575 0.84521 -0.15780
H 4.27755 0.75272 0.24441
*
```

Results
**M**: 90.07 Da
**Max |F|**: 0.0057 hartree/bohr
**LUMO**: 0.101 eV
**SMILES**: O.O.O.O.O


For reference, calculated total energy by record: -7789.29052; -7789.28061; -46625.75878; -19187.04685; -19179.07908; -30022.50607; -10400.63610; -10398.95388; -10399.46157; -10399.24232; -10399.23059; -10399.85748 eV.